(1)
Density functional theory data (ωB97M-V/def2-TZVPD) for C46H52BrCrN5O3 as an isolated structure at a distorted geometry.

The calculation puts the LUMO energy (alpha / beta) at 4.1 / 4.1 eV. The energy above the lowest of the compared OMol25 structures with the same formula, charge and spin is 524.0 kJ/mol.

ORCA input file:
```
! wB97M-V def2-TZVPD RIJCOSX def2/J DEFGRID3
* xyz -2 5
Cr 0.4618 0.5300 0.4256
O -0.0268 -4.3971 2.8559
C -1.2495 -4.2939 2.2931
C -2.1111 -5.3765 2.3806
C -3.3698 -5.3427 1.7870
C -3.7642 -4.2098 1.0867
C -2.9168 -3.1139 1.0125
C -1.6620 -3.1063 1.6345
C -0.7846 -1.9645 1.5349
O -1.3250 -0.7646 1.1064
N 0.5146 -2.1294 1.6883
N 1.3276 -1.1650 1.2722
C 2.6278 -1.3755 1.5089
C 3.6841 -0.5309 1.0570
C 5.0223 -0.8821 1.3211
C 6.0856 -0.1255 0.8562
C 5.8315 1.0183 0.1018
C 4.5190 1.4066 -0.1488
C 3.4289 0.6699 0.3239
O 2.2090 1.1067 0.1113
H 0.4815 -3.5978 2.5488
H -1.7761 -6.2551 2.9200
H -4.0248 -6.2039 1.8571
H -4.7287 -4.1802 0.5919
H -3.1959 -2.2450 0.4302
H 2.8831 -2.2659 2.0794
H 5.2100 -1.7860 1.8938
H 7.1055 -0.4251 1.0716
H 6.6536 1.6043 -0.2949
H 4.3041 2.3002 -0.7258
C -1.1416 4.9402 -3.6130
C -0.4320 4.7973 -2.2905
C -0.3644 5.8361 -1.3747
C 0.3705 5.6666 -0.2185
C 0.9478 4.4173 -0.0136
Br 2.1243 4.2013 1.4794
N 0.8329 3.3905 -0.8104
C 0.1912 3.6022 -1.9540
H -1.4322 5.9767 -3.7917
H -2.0434 4.3227 -3.6353
H -0.5022 4.6130 -4.4351
H -0.8544 6.7831 -1.5762
H 0.5132 6.4702 0.4900
H 0.1822 2.7503 -2.6277
C -4.8578 -0.5262 1.9334
C -3.9099 0.5427 1.3780
C -4.7036 1.5711 0.5623
C -3.1389 1.1796 2.5310
C -3.9011 1.9592 3.3917
C -3.3679 2.5648 4.5164
C -2.0412 2.3160 4.8053
C -1.2145 1.5469 3.9870
C 0.1921 1.3487 4.5852
C 1.1530 0.3954 3.8816
C 0.8930 2.7086 4.7597
C -1.7406 0.9988 2.7779
N -0.8441 0.3701 1.9342
C -0.9274 0.9612 -0.9366
C -0.5611 0.1795 -1.9943
N 0.6432 -0.4292 -1.9519
C 1.0743 -1.3289 -2.8946
C 2.1801 -0.9780 -3.7177
C 2.6539 -1.8745 -4.6646
C 2.0760 -3.1307 -4.8183
C 1.0233 -3.4957 -3.9921
C 0.5165 -2.6271 -3.0282
C -0.5629 -3.0973 -2.0713
C -1.8846 -3.4001 -2.7796
C -0.0850 -4.3158 -1.2724
C 2.7586 0.4146 -3.5706
C 2.1571 1.3469 -4.6273
C 4.2863 0.4433 -3.6277
H -5.3952 -1.0341 1.1252
H -5.5948 -0.0712 2.6035
H -4.3053 -1.2788 2.4956
H -3.2142 0.0796 0.6910
H -5.5375 1.9960 1.1301
H -5.1186 1.0918 -0.3296
H -4.0550 2.3899 0.2427
H -4.9543 2.1023 3.1741
H -3.9748 3.1888 5.1627
H -1.6302 2.7085 5.7301
H 0.0156 0.9370 5.5846
H 1.4521 0.7844 2.9098
H 0.7127 -0.5895 3.7388
H 2.0555 0.2821 4.4929
H 0.8543 3.2732 3.8262
H 1.9453 2.5620 5.0248
H 0.4299 3.3161 5.5399
H -1.8745 1.5017 -0.9700
H -1.1872 0.0420 -2.8969
H 3.4830 -1.5916 -5.3079
H 2.4552 -3.8225 -5.5633
H 0.5834 -4.4848 -4.0984
H -0.7471 -2.2928 -1.3594
H -1.7644 -4.2012 -3.5182
H -2.2545 -2.5110 -3.2972
H -2.6363 -3.7149 -2.0492
H 0.0822 -5.1768 -1.9291
H -0.8244 -4.5940 -0.5162
H 0.8540 -4.0839 -0.7647
H 2.4443 0.7763 -2.5900
H 2.4367 1.0216 -5.6358
H 2.5034 2.3773 -4.4833
H 1.0652 1.3367 -4.5587
H 4.6622 0.1311 -4.6090
H 4.7080 -0.2179 -2.8681
H 4.6519 1.4560 -3.4338
*
```

(2)
Density functional theory data (ωB97M-V/def2-TZVPD) for the molecule C3H6Cl2FNO3S2 at a distorted geometry.

The calculation puts the LUMO energy at -0.6 eV. The energy above the lowest of the compared OMol25 structures with the same formula, charge and spin is 37.6 kJ/mol.

ORCA input file:
```
! wB97M-V def2-TZVPD RIJCOSX def2/J DEFGRID3
* xyz 0 1
C -1.2418 -1.6569 0.7474
C -1.1157 -0.2729 -1.1479
C 2.2340 -0.4373 0.2051
N -0.8295 -0.3184 0.2912
O 1.4126 3.1226 -0.0107
O -0.4730 2.7660 1.5075
O -0.9016 2.5529 -0.8897
F 2.0504 -0.2326 -1.1236
S 0.5882 0.3462 0.8840
S 0.0535 2.5850 0.1784
Cl 3.6108 0.6050 0.7261
Cl 2.4166 -2.1372 0.5443
H -1.2791 -1.8365 1.8331
H -2.2850 -1.8643 0.2527
H -0.5479 -2.3938 0.4324
H -0.5334 -1.0124 -1.7909
H -2.1518 -0.5687 -1.0676
H -1.0073 0.7532 -1.5717
*
```

(3)
Density functional theory data (ωB97M-V/def2-TZVPD) for C33H28LuN9O2S2 as an isolated structure at a distorted geometry.

The calculation puts the LUMO energy at -6.3 eV.

ORCA input file:
```
! wB97M-V def2-TZVPD RIJCOSX def2/J DEFGRID3
* xyz 2 1
Lu -0.3087 0.3361 -0.5662
N -3.9556 2.9717 -1.6098
C -2.9872 2.0541 -1.6135
N -1.9402 2.0649 -0.7837
C -2.0647 2.8824 0.3364
N -1.1579 2.7931 1.2632
N -0.0598 2.1449 0.7660
C 1.0363 2.8266 0.6743
C 2.1877 2.2973 -0.0336
C 3.4088 2.9932 -0.2090
C 4.5417 2.2326 -0.4784
C 4.4039 0.8840 -0.7496
C 3.1527 0.2941 -0.7021
N 2.0160 0.9637 -0.3885
C -3.1649 3.7902 0.4994
C -3.4609 4.5187 1.7095
C -4.5508 5.4095 1.7593
C -5.3944 5.5110 0.6405
C -5.2123 4.7563 -0.5035
C -4.0934 3.8859 -0.5666
H -4.5531 3.0470 -2.4437
H -2.8847 1.3018 -2.4551
H 1.0676 3.8766 1.0417
H 3.3853 4.0717 -0.0541
H 5.5120 2.7455 -0.4082
H 5.3399 0.3726 -1.1154
H 2.9776 -0.7563 -0.8984
H -2.8267 4.3811 2.5519
H -4.7077 6.0399 2.6367
H -6.2037 6.2704 0.6540
H -5.8090 4.7835 -1.4077
C 1.9322 -2.6810 6.3214
C 1.0152 -2.2579 5.2198
C 1.3151 -1.1381 4.4320
C 0.5507 -0.9086 3.2849
C -0.4490 -1.8392 2.9132
C -0.8756 -2.7748 3.8357
C -0.1019 -3.0550 4.9509
S -0.8870 -1.8214 1.2454
O -1.5382 -0.5007 1.0050
O -1.7995 -2.9395 0.9648
N 0.4107 -1.6772 0.3320
C 1.2414 -2.7570 0.0694
C 1.0191 -4.0036 0.7127
C 1.7901 -5.0823 0.1928
C 2.7432 -4.9204 -0.8446
C 2.8931 -3.6278 -1.3142
N 2.2844 -2.5562 -0.8209
H 2.0238 -3.7735 6.2920
H 1.5901 -2.3230 7.3076
H 2.9529 -2.2123 6.2088
H 2.1460 -0.5172 4.6634
H 0.8571 -0.0278 2.6295
H -1.7862 -3.2773 3.6152
H -0.4131 -3.9817 5.4794
H 0.1842 -4.2103 1.3878
H 1.6326 -6.0421 0.6374
H 3.3399 -5.7257 -1.2399
H 3.4678 -3.3907 -2.2283
N -2.6618 -1.9633 -1.8909
C -1.7463 -1.5316 -2.8035
N -0.6511 -0.7988 -2.4447
C 0.1345 -0.4952 -3.5528
C 1.3118 0.2397 -3.5526
C 2.0430 0.3333 -4.7268
C 1.5028 -0.0332 -5.9573
C 0.2504 -0.6400 -6.0016
C -0.4544 -0.8138 -4.8060
S -1.9471 -1.7095 -4.5730
H -2.3187 -2.4602 -1.0314
H -3.4531 -2.3884 -2.3907
H 1.7426 0.5592 -2.5956
H 3.0570 0.8222 -4.7024
H 2.1778 0.0901 -6.8466
H -0.2201 -0.9327 -6.9226
*
```

(4)
Density functional theory data (ωB97M-V/def2-TZVPD) for a 9-piece molecular cluster, C7H33NO8 overall at a distorted geometry.

The SMILES is CCCCN(C)CC.O.O.O.O.O.O.O.O. The calculation puts the LUMO energy at 0.1 eV. The energy above the lowest of the compared OMol25 structures with the same formula, charge and spin is 307.0 kJ/mol.

ORCA input file:
```
! wB97M-V def2-TZVPD RIJCOSX def2/J DEFGRID3
* xyz 0 1
C 3.3325 -0.5054 1.4961
C 2.8226 -0.5784 0.1138
C 2.1375 0.6640 -0.4689
C 0.9237 0.2987 -1.4735
N -0.2803 1.2428 -1.4742
C 0.2458 2.5774 -1.9857
C -1.0969 0.7714 -2.6728
C -2.5439 0.8434 -2.1798
H 2.6133 -0.5658 2.3129
H 3.8814 -1.5036 1.5785
H 4.1355 0.2288 1.6635
H 2.2397 -1.4347 -0.1499
H 3.6365 -0.8924 -0.5747
H 1.7571 1.1805 0.4498
H 2.8503 1.3960 -1.0103
H 1.4161 0.1770 -2.4133
H 0.5476 -0.7299 -1.1895
H 0.8118 3.2319 -1.3033
H 0.9470 2.4583 -2.8526
H -0.6827 3.1200 -2.3653
H -1.2861 1.5732 -3.5154
H -0.9181 -0.1551 -3.2697
H -2.6788 -0.2009 -1.7358
H -2.5725 1.6458 -1.4280
H -3.3283 0.7445 -2.8421
O -1.6641 1.6841 2.5212
H -1.7197 1.1785 1.6964
H -1.4019 2.5871 2.2288
O -1.6507 3.4755 0.4809
H -1.7891 2.6675 -0.0118
H -0.7149 3.5778 0.5776
O -2.6433 -1.0293 0.3992
H -3.4561 -1.0599 0.8878
H -2.5397 -0.1107 0.1652
O 0.7148 -2.8487 1.0509
H 0.4072 -3.5253 1.6258
H 0.1809 -2.9637 0.2481
O 2.0747 -2.4276 -1.9038
H 1.8972 -1.8235 -2.5868
H 1.3030 -2.8454 -1.5704
O -0.0309 -1.5784 4.0269
H -0.6095 -0.8382 4.2684
H 0.4149 -1.1099 3.2965
O 0.9596 0.9004 2.9296
H 0.1193 1.4198 2.8208
H 0.8376 0.1248 2.4167
O -2.0911 -2.7051 -2.0327
H -1.5619 -2.2569 -1.3865
H -2.8092 -2.1086 -2.1982
*
```